Computed, not measured: C26H27Co2N2O6 as an isolated structure, with ωB97M-V/def2-TZVPD.

Structure (XYZ):
```
63
Properties=species:S:1:pos:R:3
C 5.3059 3.0533 -1.4419
N 3.8942 2.8343 -1.6272
C 3.4477 1.5689 -1.1004
C 1.9688 1.3531 -1.3970
N 1.1876 2.4935 -0.9359
C -0.1850 2.2981 -0.8586
C -0.8151 1.1668 -1.3199
C -2.1695 1.2874 -1.9208
C -3.1291 2.2239 -1.1300
C -2.4442 3.5393 -0.7660
C -1.0025 3.4209 -0.2420
C 1.6462 3.7485 -1.5479
C 3.1094 3.9790 -1.2408
H 5.5990 3.9308 -2.0298
H 5.5892 3.2444 -0.3885
H 5.8597 2.1776 -1.7996
H 4.0255 0.7797 -1.6077
H 3.6156 1.4703 -0.0049
H 1.8529 1.2273 -2.4925
H 1.6410 0.4297 -0.9018
H -0.2792 0.2336 -1.5349
H -2.1027 1.7185 -2.9447
H -2.5980 0.2896 -2.0474
H -4.0074 2.4287 -1.7624
H -3.4842 1.7036 -0.2267
H -2.4421 4.1890 -1.6527
H -3.0216 4.0692 -0.0007
H -1.0580 3.2079 0.8433
H -0.5118 4.4025 -0.3199
H 1.5204 3.6915 -2.6472
H 1.0971 4.6148 -1.1715
H 3.2251 4.2362 -0.1662
H 3.4713 4.8282 -1.8382
O 1.1026 -6.4041 0.4915
C 0.2235 -5.8674 -0.0302
Co -1.0758 -4.9840 -0.8299
C -0.1317 -3.5107 -1.2250
O 0.4473 -2.5255 -1.4071
C -0.9922 -6.1373 -2.1809
O -0.9464 -6.8661 -3.0765
C -1.8012 -4.8809 1.0268
C -1.5865 -3.6187 1.6282
C -0.7289 -3.2679 2.6253
C -0.2873 -1.9948 3.1115
C 0.6742 -1.9997 4.1607
C 1.2258 -0.8095 4.6143
C 0.8132 0.4124 4.0496
C -0.1617 0.4281 3.0367
C -0.7293 -0.7641 2.5825
Co -2.8213 -3.6201 0.3324
C -2.8571 -4.2162 -1.4705
O -3.5277 -4.1973 -2.4318
C -4.5224 -3.3652 0.7716
O -5.6060 -3.1430 1.1165
C -2.6920 -1.9393 -0.0495
O -2.7997 -0.7953 -0.2316
H -1.9369 -5.7977 1.6078
H -0.3304 -4.1143 3.2040
H 0.9795 -2.9648 4.5790
H 1.9781 -0.8265 5.4065
H 1.2751 1.3418 4.3951
H -0.4899 1.3751 2.6026
H -1.5014 -0.7871 1.8129
```

Values from the calculation:
orbital gap	6.5	eV
total charge	-1
E_tot	-4333.3648	Ha
highest occupied orbital energy	-4.0	eV
ΔE to the lowest compared entry with this formula, charge and spin	0.000	eV
LUMO level	2.539	eV


Computed, not measured: one molecule with the formula C26H27FN4O3, with ωB97M-V/def2-TZVPD.

Structure (XYZ):
```
61
Properties=species:S:1:pos:R:3
C -5.8459 -1.2573 -0.9417
C -4.7261 -0.6363 -0.1695
C -4.8150 0.6729 0.3002
C -3.7581 1.1913 1.0220
N -2.6558 0.5146 1.3009
C -2.5689 -0.7369 0.8576
N -1.3968 -1.3777 1.2286
C -0.8869 -2.5539 0.7813
O -1.4023 -3.2668 -0.0518
C 0.4298 -2.9246 1.4590
C 1.6208 -2.0655 1.0145
C 1.6791 -0.7289 1.7264
O 0.8277 -0.3777 2.5370
N 2.6972 0.0977 1.4081
C 2.7200 1.4300 2.0005
C 1.8686 2.4425 1.2121
O 2.3762 3.3672 0.6087
N 0.5522 2.1986 1.2574
C -0.4094 3.0519 0.5920
C -0.3364 2.9466 -0.9403
C -0.8139 1.6200 -1.4554
C -2.1071 1.4785 -1.9424
C -2.5463 0.2672 -2.4445
C -1.6985 -0.8263 -2.4618
C -0.4119 -0.6997 -1.9700
C 0.0252 0.5131 -1.4687
C 3.7469 -0.2117 0.5049
C 3.9127 0.5496 -0.6473
C 4.9490 0.2738 -1.5200
C 5.8171 -0.7609 -1.2218
F 6.8237 -1.0385 -2.0701
C 5.6918 -1.5083 -0.0637
C 4.6554 -1.2223 0.8045
C -3.5764 -1.3530 0.1186
H -5.4857 -2.0892 -1.5413
H -6.6021 -1.6360 -0.2534
H -6.3222 -0.5246 -1.5898
H -5.6913 1.2713 0.1039
H -3.7912 2.2030 1.4075
H -0.8259 -0.8496 1.8891
H 0.6317 -3.9662 1.2068
H 0.3093 -2.8380 2.5407
H 1.5802 -1.8809 -0.0614
H 2.5401 -2.6166 1.2141
H 3.7506 1.7872 2.0193
H 2.3314 1.3541 3.0199
H 0.2051 1.4077 1.7820
H -1.3994 2.7636 0.9418
H -0.1998 4.0892 0.8733
H -0.9526 3.7435 -1.3593
H 0.6979 3.1225 -1.2405
H -2.7726 2.3303 -1.9372
H -3.5515 0.1782 -2.8296
H -2.0344 -1.7745 -2.8516
H 0.2516 -1.5525 -1.9921
H 1.0365 0.6093 -1.0991
H 3.2471 1.3731 -0.8526
H 5.0895 0.8525 -2.4186
H 6.4042 -2.2883 0.1522
H 4.5642 -1.7713 1.7295
H -3.4486 -2.3674 -0.2186
```

Values from the calculation:
orbital gap	9.1	eV
SMILES	Cc1ccnc(NC(=O)CCC(=O)N(CC(=O)NCCc2ccccc2)c2ccc(F)cc2)c1
E_tot	-1551.6830	Ha
highest occupied orbital energy	-8.5	eV
ΔE to the lowest compared entry with this formula, charge and spin	0.000	eV
LUMO level	0.548	eV


Computed, not measured: C26H27FeO2 as an isolated structure, with ωB97M-V/def2-TZVPD.

Structure (XYZ):
```
56
Properties=species:S:1:pos:R:3
C -0.2069 1.3971 2.0163
C 0.5924 0.2720 1.4203
C 0.0210 -0.9556 1.3503
C 1.9414 0.5513 0.8562
Fe 3.4169 0.3071 2.1159
C 2.7218 1.6381 3.2553
O 2.2550 2.4030 3.9912
C 4.4329 1.5145 1.0983
O 4.9162 2.3935 0.5144
C 3.3989 -1.7245 1.8821
C 2.9622 -1.3525 3.1974
C 4.0063 -0.5660 3.8115
C 5.0901 -0.4568 2.8677
C 4.7066 -1.1714 1.6683
H 0.2838 2.3707 1.9031
H -1.1939 1.4602 1.5328
H -0.3921 1.2363 3.0906
H 0.5139 -1.7820 0.8477
H -0.9611 -1.1139 1.7935
H 2.1943 -0.1339 0.0288
H 2.0505 1.6008 0.5499
H 2.8588 -2.3663 1.1873
H 2.0295 -1.6593 3.6687
H 4.0100 -0.1938 4.8333
H 6.0471 0.0285 3.0496
H 5.3217 -1.3230 0.7829
C -3.1293 -5.1511 -3.3102
C -2.4772 -3.8464 -2.9682
C -1.1026 -3.5994 -3.1402
C -0.5586 -2.3626 -2.8194
C -1.3530 -1.2825 -2.3020
C -0.7401 -0.0290 -2.0167
C -1.3057 1.1820 -1.5212
C -0.4734 2.3374 -1.3336
C -0.9581 3.5279 -0.8076
C -2.3155 3.6612 -0.4676
C -2.9107 4.9282 0.0662
C -3.1497 2.5579 -0.6483
C -2.6690 1.3642 -1.1514
C -2.7355 -1.5878 -2.1291
C -3.2709 -2.8191 -2.4549
H -4.1964 -5.0752 -3.0683
H -3.0380 -5.3946 -4.3761
H -2.7073 -5.9876 -2.7402
H -0.4701 -4.3979 -3.5372
H 0.5072 -2.1857 -2.9663
H 0.3272 0.0207 -2.2398
H 0.5766 2.2649 -1.6189
H -0.2884 4.3801 -0.6599
H -3.9824 4.7614 0.2325
H -2.4591 5.2303 1.0195
H -2.8000 5.7641 -0.6358
H -4.2097 2.6547 -0.3890
H -3.3742 0.5604 -1.2689
H -3.4117 -0.8447 -1.7442
H -4.3417 -3.0057 -2.3171
```

Values from the calculation:
orbital gap (spin up / spin down)	3.5 / 5.0	eV
total charge	-1
multiplicity	5
E_tot	-2420.9593	Ha
highest occupied orbital energy (spin up / spin down)	-0.9 / -3.4	eV
LUMO level (spin up / spin down)	2.640 / 1.541	eV


Computed, not measured: one molecule with the formula C26H27N3O4, with ωB97M-V/def2-TZVPD.

Structure (XYZ):
```
60
Properties=species:S:1:pos:R:3
C 8.4615 -2.6230 1.1199
O 7.6787 -1.6045 1.7001
C 6.9521 -0.7392 0.9385
C 6.3662 0.2959 1.6642
C 5.5952 1.2666 1.0600
C 5.3941 1.2265 -0.3100
C 4.5470 2.2831 -0.9827
C 3.1442 2.1381 -0.5200
N 2.6082 2.7455 0.4829
C 1.3232 2.2618 0.5531
C 0.2687 2.5556 1.4061
C -0.9215 1.8901 1.1979
C -1.0785 0.9550 0.1656
C -2.3811 0.2682 -0.0850
O -2.7490 -0.0339 -1.2068
N -3.1086 -0.0123 1.0180
C -4.4235 -0.6139 0.9407
C -4.6387 -1.5743 2.0997
C -5.5180 0.4764 0.9151
C -6.7721 -0.0743 0.3024
N -7.6347 -0.6150 1.1515
C -8.7452 -1.1595 0.6870
C -9.0562 -1.1978 -0.6610
C -8.1560 -0.6343 -1.5506
C -6.9823 -0.0561 -1.0831
C -6.0113 0.5751 -2.0297
C -0.0352 0.6695 -0.7081
C 1.1567 1.3255 -0.4896
O 2.3339 1.2585 -1.1631
C 5.9558 0.1939 -1.0448
C 6.7326 -0.7941 -0.4505
O 7.2935 -1.8268 -1.1624
C 7.0855 -1.8863 -2.5507
H 8.9832 -3.0884 1.9564
H 9.1924 -2.2194 0.4159
H 7.8471 -3.3701 0.6136
H 6.5419 0.3101 2.7280
H 5.1470 2.0540 1.6454
H 4.5821 2.1674 -2.0662
H 4.8981 3.2766 -0.7017
H 0.3836 3.2831 2.1925
H -1.7643 2.1287 1.8308
H -2.7696 0.2545 1.9279
H -4.4481 -1.1599 -0.0087
H -3.9417 -2.4073 2.0471
H -5.6554 -1.9555 2.0647
H -4.5005 -1.0593 3.0488
H -5.1572 1.3266 0.3363
H -5.7313 0.7977 1.9352
H -9.4065 -1.5805 1.4333
H -9.9722 -1.6517 -1.0066
H -8.3631 -0.6434 -2.6121
H -6.3069 0.3821 -3.0583
H -4.9992 0.2014 -1.8825
H -5.9887 1.6552 -1.8795
H -0.1755 -0.0318 -1.5144
H 5.7802 0.1642 -2.1085
H 7.6206 -2.7745 -2.8843
H 6.0242 -1.9921 -2.7976
H 7.4947 -1.0076 -3.0600
```

Values from the calculation:
orbital gap	8.7	eV
SMILES	COc1ccc(Cc2nc3ccc(C(=O)N[C@@H](C)Cc4ncccc4C)cc3o2)cc1OC
E_tot	-1472.2131	Ha
highest occupied orbital energy	-8.1	eV
ΔE to the lowest compared entry with this formula, charge and spin	1.019	eV
LUMO level	0.604	eV


Which value of E_tot does entry 2 give?
-1551.6830 Ha


Which formula does entry 4 have?
C26H27N3O4


What is the E_tot in the first record?
-4333.3648 Ha


Look up the E_tot of the second one.
-1551.6830 Ha